## 1
This record from the Open Molecules 2025 dataset describes the molecule C19H25N3O4. The level of theory is ωB97M-V with the def2-TZVPD basis set.

The SMILES is CCOC(=O)Cn1nc(C)c(NC(=O)CCc2ccc(OC)cc2)c1C.

Last column: Löwdin charge in e.
Atoms and positions in Å:
C1 -6.20705 -1.12569 -1.51456  -0.060
C2 -5.89745 -1.09791 -0.02524  -0.210
H1 -6.81357 -1.08654 0.56792  0.124
H2 -5.28079 -1.95831 0.25262  0.122
O1 -5.20659 0.10309 0.33746  -0.004
C3 -3.88284 0.11536 0.19204  -0.470
O2 -3.22195 -0.80907 -0.19283  0.126
C4 -3.33677 1.48702 0.58171  -0.018
N1 -1.90877 1.52863 0.61289  -0.119
C5 -1.03960 1.45710 -0.42266  -0.195
C6 0.22485 1.53463 0.13888  -0.130
C7 0.01530 1.65308 1.53191  -0.267
N2 -1.28014 1.64572 1.78577  0.131
C8 1.02322 1.76614 2.61428  -0.019
H3 1.60574 0.84833 2.68018  0.061
H4 1.70183 2.58841 2.39477  0.066
H5 0.51832 1.94117 3.55967  0.077
N3 1.43281 1.49653 -0.57661  0.150
C9 2.46484 2.36137 -0.41900  -0.482
O3 2.46082 3.27959 0.37302  0.070
C10 3.64504 2.06598 -1.33295  -0.094
H6 4.18569 2.99894 -1.49619  0.120
H7 3.29461 1.68485 -2.29396  0.113
C11 4.58895 1.04249 -0.67592  -0.138
C12 3.86987 -0.24288 -0.38316  -0.265
C13 3.46820 -0.55770 0.90484  -0.042
C14 2.73714 -1.70213 1.17563  -0.012
C15 2.39451 -2.56545 0.14186  -0.276
C16 2.80933 -2.26475 -1.15668  0.000
C17 3.53362 -1.12022 -1.41055  -0.049
H8 3.84793 -0.90403 -2.42241  0.117
H9 2.54773 -2.94839 -1.94904  0.117
O4 1.67712 -3.71398 0.28476  -0.084
C18 1.19771 -4.04976 1.56377  -0.089
H10 0.64475 -4.97903 1.43632  0.092
H11 0.52533 -3.27942 1.95487  0.097
H12 2.01778 -4.21225 2.27116  0.095
H13 2.44147 -1.90731 2.19245  0.104
H14 3.72958 0.10576 1.71642  0.116
H15 4.97761 1.46954 0.24964  0.120
H16 5.42854 0.85965 -1.35102  0.117
H17 1.50959 0.77460 -1.27824  0.139
C19 -1.46165 1.31729 -1.83911  -0.001
H18 -0.60512 1.45720 -2.49372  0.078
H19 -1.88294 0.32753 -2.01443  0.078
H20 -2.21612 2.06169 -2.09326  0.084
H21 -3.69241 1.73616 1.58432  0.141
H22 -3.73805 2.22299 -0.12459  0.141
H23 -6.77437 -0.24220 -1.79735  0.078
H24 -5.28332 -1.15239 -2.08742  0.075
H25 -6.79030 -2.01142 -1.74826  0.078



## 2
This record from the Open Molecules 2025 dataset describes the molecule C19H25N3O4. The level of theory is ωB97M-V with the def2-TZVPD basis set.

The SMILES is COCCn1c(=O)[nH]c2cc(C(=O)NC3CCCCCC3)ccc2c1=O.

Last column: Löwdin charge in e.
Atoms and positions in Å:
C1 6.13965 -1.95517 2.71306  -0.099
O1 4.94391 -2.68549 2.88614  -0.177
C2 4.47430 -2.74429 4.20615  -0.200
C3 3.88680 -1.42054 4.72789  -0.089
N1 2.86338 -0.92316 3.82208  0.080
C4 1.64536 -1.57298 3.86291  -0.467
O2 1.39161 -2.44739 4.65860  0.093
N2 0.71687 -1.15285 2.94400  0.178
C5 0.92924 -0.17372 2.00431  -0.164
C6 -0.05293 0.17269 1.07943  0.040
C7 0.19271 1.17905 0.15881  -0.119
C8 1.41598 1.85277 0.16609  -0.003
C9 2.39501 1.50055 1.06702  0.020
C10 2.16412 0.48267 1.99248  -0.056
C11 3.20404 0.10653 2.95422  -0.349
O3 4.28894 0.64617 3.01774  0.081
H1 3.35218 1.99808 1.08711  0.124
H2 1.56982 2.64984 -0.54393  0.121
C12 -0.84598 1.61246 -0.83153  -0.446
O4 -1.00854 2.77938 -1.12510  0.081
N3 -1.57319 0.60289 -1.35750  0.100
H3 -1.32730 -0.35069 -1.14373  0.140
C13 -2.60951 0.81248 -2.35265  -0.324
C14 -3.91591 0.20377 -1.84000  -0.140
H4 -4.15311 0.69935 -0.89539  0.119
C15 -5.09899 0.35530 -2.80160  -0.202
C16 -5.07535 1.65157 -3.61154  -0.193
C17 -3.98626 1.72999 -4.70563  -0.195
C18 -3.12238 0.47801 -4.85659  -0.201
H5 -2.54704 0.57138 -5.78039  0.109
C19 -2.13831 0.25900 -3.70005  -0.134
H6 -1.19434 0.75772 -3.93287  0.120
H7 -1.92870 -0.80924 -3.59783  0.116
H8 -3.76375 -0.39447 -4.97820  0.100
H9 -3.33023 2.58082 -4.51651  0.110
H10 -4.47012 1.91328 -5.66723  0.104
H11 -4.96430 2.48860 -2.92050  0.111
H12 -6.05412 1.75913 -4.08366  0.104
H13 -5.14462 -0.49752 -3.47785  0.100
H14 -6.01998 0.33692 -2.21414  0.109
H15 -3.75964 -0.85717 -1.62562  0.115
H16 -2.71399 1.89759 -2.42349  0.137
H17 -1.01004 -0.32840 1.11328  0.121
H18 -0.17506 -1.62815 2.97815  0.166
H19 3.43512 -1.59886 5.70518  0.133
H20 4.65439 -0.64901 4.79879  0.123
H21 5.27348 -3.06052 4.89309  0.126
H22 3.68715 -3.50229 4.20036  0.123
H23 5.98139 -0.87912 2.83279  0.070
H24 6.46970 -2.15551 1.69545  0.091
H25 6.90855 -2.29141 3.41839  0.090



2 has the most favorable energy; the next structure is 0.0577 hartree above.



## 1
This record from the Open Molecules 2025 dataset describes the molecule C27H29N3O5. The level of theory is ωB97M-V with the def2-TZVPD basis set.

The SMILES is COc1ccc(N2C(=O)CC[C@H](C(=O)Nc3cccc(C)n3)[C@H]2c2ccc(OC)c(OC)c2)cc1.

Last column: Löwdin charge in e.
Atoms and positions in Å:
C1 -6.20997 -2.25640 0.63235  -0.093
H1 -6.66571 -1.68554 -0.18330  0.095
O1 -5.70988 -1.41117 1.63876  -0.085
C2 -4.72694 -0.52501 1.31558  -0.275
C3 -4.15846 -0.38890 0.05433  -0.007
C4 -3.16130 0.54616 -0.15867  -0.004
C5 -2.70265 1.34349 0.87987  -0.228
C6 -3.27566 1.21314 2.14128  -0.005
C7 -4.27908 0.29390 2.35298  0.011
H2 -4.73436 0.18483 3.32428  0.119
H3 -2.94015 1.84324 2.94867  0.119
N1 -1.67392 2.28861 0.64970  0.052
C8 -1.84393 3.59381 1.00997  -0.433
O2 -2.78991 3.99089 1.65583  0.078
C9 -0.77876 4.52311 0.45864  -0.073
C10 0.65471 4.04041 0.70150  -0.118
C11 0.74039 2.51311 0.70033  -0.156
C12 1.98612 2.00375 -0.01759  -0.435
O3 2.39617 2.50889 -1.03842  0.089
N2 2.53064 0.89857 0.56550  0.167
C13 3.33065 -0.07341 -0.03290  -0.280
N3 3.36439 -1.20073 0.66393  0.176
C14 4.02937 -2.24336 0.18637  -0.336
C15 4.69455 -2.18471 -1.03449  -0.042
C16 4.67708 -0.99669 -1.74797  -0.055
C17 3.99122 0.09516 -1.24609  -0.007
H4 3.95322 1.03757 -1.76439  0.100
H5 5.19520 -0.92085 -2.69319  0.110
H6 5.22008 -3.04835 -1.41254  0.107
C18 3.99638 -3.48374 1.02017  -0.024
H7 4.28101 -3.24789 2.04282  0.082
H8 2.97946 -3.87210 1.04352  0.072
H9 4.66311 -4.24299 0.62128  0.077
H10 2.10504 0.54247 1.41276  0.141
H11 0.70294 2.12338 1.72080  0.154
C19 -0.46963 1.91460 -0.07156  -0.179
C20 -0.24694 0.42905 -0.20273  -0.213
C21 -0.34912 -0.43742 0.87492  -0.037
C22 0.01164 -1.76050 0.72470  0.022
C23 0.52077 -2.25890 -0.47100  -0.203
C24 0.64568 -1.38048 -1.56340  -0.179
C25 0.23999 -0.06209 -1.40743  0.032
H12 0.33271 0.62051 -2.23717  0.118
O4 1.17530 -1.85613 -2.73543  -0.108
C26 1.43815 -0.94732 -3.77706  -0.072
H13 1.94404 -1.53024 -4.54551  0.098
H14 2.09252 -0.13546 -3.44631  0.087
H15 0.51486 -0.53089 -4.19266  0.098
O5 0.85224 -3.57841 -0.42598  -0.077
C27 1.42519 -4.23530 -1.53513  -0.071
H16 2.38278 -3.79144 -1.81513  0.082
H17 1.58182 -5.26231 -1.20443  0.097
H18 0.75707 -4.22972 -2.39821  0.096
H19 -0.06830 -2.44850 1.55057  0.126
H20 -0.71472 -0.09000 1.82834  0.124
H21 -0.47475 2.36231 -1.07615  0.165
H22 1.01674 4.42141 1.65695  0.121
H23 1.30476 4.42972 -0.08510  0.116
H24 -0.93475 5.50938 0.89494  0.123
H25 -0.96473 4.60233 -0.61613  0.129
H26 -2.73861 0.65007 -1.14630  0.123
H27 -4.48564 -0.99650 -0.77438  0.103
H28 -5.42773 -2.90739 0.22801  0.095
H29 -6.97299 -2.86710 1.11261  0.092



## 2
This record from the Open Molecules 2025 dataset describes a cluster of 2 separate species, C27H29N3O5 in total. The level of theory is ωB97M-V with the def2-TZVPD basis set.

Last column: Löwdin charge in e.
Atoms and positions in Å:
C1 -3.41881 4.30613 6.02527  -0.186
C2 -2.27341 3.33901 5.76533  -0.136
N1 -2.05617 3.17600 4.32171  -0.113
C3 -1.12944 2.15279 3.99693  -0.208
C4 0.21976 2.42997 3.68222  0.011
C5 1.10722 1.38775 3.47175  0.030
C6 0.64874 0.03390 3.38527  -0.179
C7 1.54106 -1.00750 3.01259  0.133
C8 1.16540 -2.18761 2.32397  -0.167
C9 -0.04847 -2.28151 1.56501  0.000
C10 -0.41316 -3.44905 0.92012  0.008
C11 0.38909 -4.60220 1.04429  -0.204
N2 -0.02324 -5.86086 0.55067  -0.103
C12 -0.54567 -6.74518 1.60282  -0.134
C13 -0.91982 -8.11237 1.05318  -0.185
O1 -1.66284 -8.02759 -0.16276  -0.135
C14 -0.97310 -7.28168 -1.17010  -0.181
C15 -0.73945 -5.84598 -0.72866  -0.150
C16 1.62897 -4.51970 1.72412  0.021
C17 2.03046 -3.33280 2.30147  0.045
C18 -0.72895 -0.21532 3.69673  -0.009
C19 -1.58207 0.81438 4.03259  0.005
C20 -1.93604 4.41715 3.55486  -0.154
C21 -3.16791 5.25769 3.85688  -0.182
O2 -3.29962 5.50679 5.25990  -0.136
H1 -4.37338 3.78463 5.80800  0.129
H2 -3.39306 4.63973 7.07430  0.132
H3 -1.35744 3.72619 6.25767  0.137
H4 -2.51250 2.35396 6.18024  0.127
H5 0.55107 3.46997 3.67047  0.116
H6 2.16608 1.59873 3.31796  0.133
H7 2.59071 -0.86730 3.23739  0.094
H8 -0.69781 -1.41037 1.47706  0.117
H9 -1.34569 -3.50036 0.35345  0.113
H10 0.23899 -6.85148 2.35939  0.128
H11 -1.43638 -6.29077 2.08074  0.133
H12 0.01398 -8.69541 0.91757  0.131
H13 -1.59713 -8.62102 1.75563  0.132
H14 0.01240 -7.73188 -1.41469  0.134
H15 -1.64604 -7.31442 -2.04029  0.131
H16 -1.69855 -5.30396 -0.64987  0.118
H17 -0.10063 -5.33715 -1.46125  0.138
H18 2.24820 -5.41850 1.74793  0.131
H19 3.00764 -3.25459 2.77574  0.117
H20 -1.10493 -1.23637 3.67723  0.119
H21 -2.62606 0.63547 4.29258  0.125
H22 -1.01163 4.96960 3.80976  0.124
H23 -1.91901 4.15643 2.48942  0.136
H24 -3.07568 6.25842 3.40842  0.131
H25 -4.05503 4.72504 3.45386  0.132
O3 7.02618 -2.77181 0.46551  0.027
N3 7.73392 -2.98942 1.47016  -0.326
O4 8.87089 -3.50500 1.40652  0.032
C22 7.21294 -2.63635 2.76304  -0.208
C23 8.00934 -2.85618 3.89418  -0.056
C24 7.48885 -2.52255 5.14998  -0.115
C25 6.20875 -2.01834 5.28817  -0.026
C26 5.31231 -1.85337 4.13742  -0.462
O5 4.09823 -1.53942 4.24030  -0.141
C27 5.92706 -2.12263 2.85534  0.033
H26 9.00399 -3.27399 3.76749  0.100
H27 8.11137 -2.67095 6.02999  0.096
H28 5.80920 -1.77095 6.26794  0.094
H29 5.34804 -1.97223 1.95156  0.101



1 has the most favorable energy; the next structure is 0.2656 hartree above.